No. 1
Here is the molecule C25H27ClN2O4S from the Open Molecules 2025 dataset. Energies are from ωB97M-V with the def2-TZVPD basis set.

```
! RIJCOSX wB97M-V def2-TZVPD def2/J DEFGRID3
* xyz 0 1
C 2.93643 5.88358 0.23004
C 1.82958 4.90522 0.61601
C 0.76470 4.83696 -0.47450
C 2.43340 3.51918 0.87422
N 1.47875 2.53987 1.34901
S 0.67387 1.58404 0.23836
O -0.74100 1.84232 0.32713
O 1.31462 1.69290 -1.03611
C 0.98579 -0.03765 0.90548
C 0.04200 -0.66886 1.69082
C 0.28389 -1.95754 2.13526
C 1.46613 -2.60959 1.79904
C 1.65177 -4.07206 2.09365
C 0.91246 -4.90572 1.01813
C 1.10251 -4.19728 -0.31788
O 2.10914 -4.30571 -0.97915
N 0.05353 -3.38483 -0.62859
C 0.01378 -2.29844 -1.50476
C 1.09924 -1.88272 -2.25821
C 0.98312 -0.74820 -3.04531
Cl 2.34625 -0.21687 -3.94402
C -0.20190 -0.03962 -3.11646
C -1.29201 -0.46239 -2.37556
C -1.19148 -1.57262 -1.55524
O -2.22016 -2.09372 -0.80768
C -3.34199 -1.35584 -0.49055
C -4.54849 -2.04898 -0.49670
C -5.71386 -1.40933 -0.11911
C -5.68355 -0.07897 0.26456
C -4.47870 0.60260 0.27902
C -3.30206 -0.02573 -0.09173
C 2.42693 -1.93188 1.05288
C 2.18496 -0.64897 0.59881
H 2.52372 6.87610 0.06719
H 3.42177 5.55827 -0.68687
H 3.68757 5.94808 1.01432
H 1.36336 5.25183 1.54768
H 1.20622 4.49622 -1.40797
H 0.32113 5.81764 -0.63332
H -0.02555 4.13920 -0.20712
H 3.23966 3.59126 1.61283
H 2.83761 3.11241 -0.05396
H 0.83572 2.90293 2.03570
H -0.88074 -0.15865 1.91825
H -0.46062 -2.46906 2.72854
H 1.26508 -4.32903 3.08075
H 2.71328 -4.31616 2.05810
H -0.14599 -4.98793 1.26436
H 1.34670 -5.90353 0.96785
H -0.77960 -3.44168 -0.05692
H 2.01922 -2.44174 -2.22073
H -0.27683 0.83645 -3.73867
H -2.22388 0.07671 -2.44065
H -4.55388 -3.08474 -0.80032
H -6.64775 -1.95133 -0.12953
H -6.59484 0.42232 0.55386
H -4.44197 1.63703 0.58520
H -2.36983 0.51765 -0.06371
H 3.34839 -2.43011 0.79316
H 2.89443 -0.12328 -0.01888
*
```

Output
LUMO energy	0.431	eV
frontier orbital gap	8.397	eV
SMILES	CC(C)CNS(=O)(=O)c1ccc(CCC(=O)Nc2cc(Cl)ccc2Oc2ccccc2)cc1
highest occupied orbital energy	-7.97	eV
relative energy (zero: lowest compared OMol25 entry of this formula, charge and spin)	77.9	kJ/mol


No. 2
Here is the molecule C25H27ClN4O2 in a non-equilibrium geometry from the Open Molecules 2025 dataset. Energies are from ωB97M-V with the def2-TZVPD basis set.

```
! RIJCOSX wB97M-V def2-TZVPD def2/J DEFGRID3
* xyz 0 1
C -2.03439 -3.12604 7.92058
O -1.04568 -2.15469 7.67726
C -0.74540 -1.84197 6.38730
C 0.24960 -0.87872 6.21050
C 0.63629 -0.48437 4.94866
C 0.02873 -1.04539 3.82774
N 0.38707 -0.67587 2.52897
C 1.17774 0.34815 2.12076
C 1.23648 0.30510 0.74840
C 1.96866 1.25155 -0.14708
N 1.19156 1.57288 -1.32775
C 0.00976 2.35851 -1.04626
C -0.74030 2.73827 -2.32603
C -0.98544 1.51867 -3.21661
C 0.14503 1.54531 -4.22634
O 0.47755 0.65939 -4.98120
N 0.72909 2.76805 -4.15917
C 1.80383 3.13456 -5.01726
C 2.99501 3.89563 -4.51257
C 2.02320 4.54880 -5.45635
C 0.08846 3.66730 -3.22836
C 0.41773 -0.80127 0.39800
C 0.09823 -1.30442 -0.93421
C 1.09230 -1.41817 -1.90389
C 0.80603 -1.88714 -3.17057
C -0.48824 -2.25620 -3.49611
C -1.49335 -2.15448 -2.55113
C -1.19901 -1.68233 -1.28235
Cl -2.49166 -1.52330 -0.14571
N -0.07821 -1.36178 1.48765
C -0.96086 -2.00666 4.00026
C -1.34655 -2.40495 5.26538
H -2.10142 -3.21252 9.00392
H -1.75717 -4.09667 7.49702
H -3.00659 -2.81909 7.52182
H 0.71115 -0.45347 7.08735
H 1.41586 0.25328 4.84429
H 1.63275 1.03562 2.80367
H 2.90549 0.79231 -0.48126
H 2.23136 2.15059 0.44514
H 1.77813 2.04488 -2.00648
H 0.24394 3.28271 -0.47970
H -0.64768 1.74932 -0.41783
H -1.67403 3.22266 -2.03250
H -0.97371 0.58345 -2.66398
H -1.93123 1.59143 -3.75621
H 1.97670 2.33805 -5.73154
H 3.00411 4.22981 -3.48627
H 3.96939 3.61714 -4.88197
H 2.33060 4.72313 -6.47552
H 1.37872 5.31821 -5.06086
H 0.82398 4.24444 -2.66109
H -0.56090 4.37305 -3.76418
H 2.10146 -1.14098 -1.64643
H 1.58714 -1.95487 -3.91051
H -0.71837 -2.61282 -4.48753
H -2.50847 -2.43053 -2.79145
H -1.41903 -2.43525 3.12370
H -2.11722 -3.15265 5.36230
*
```

Output
LUMO energy	0.664	eV
frontier orbital gap	8.448	eV
SMILES	COc1ccc(-n2cc(CNC[C@@H]3CC(=O)N(C4CC4)C3)c(-c3ccccc3Cl)n2)cc1
highest occupied orbital energy	-7.78	eV
relative energy (zero: lowest compared OMol25 entry of this formula, charge and spin)	75.5	kJ/mol


No. 3
Here is a structure of composition C25H27CoO in a non-equilibrium geometry from the Open Molecules 2025 dataset. Energies are from ωB97M-V with the def2-TZVPD basis set.

```
! RIJCOSX wB97M-V def2-TZVPD def2/J DEFGRID3
* xyz -2 5
Co -0.51490 -1.00007 -0.31899
C -0.56486 -2.57784 0.85260
C -0.91826 -1.41800 1.62477
C -2.06600 -0.81297 1.02299
H -0.42797 -1.05465 2.52051
C -2.40230 -1.58053 -0.14342
C -1.49239 -2.67275 -0.23802
H -1.53564 -3.48333 -0.95258
H 0.22121 -3.27642 1.08916
H -2.63539 0.02036 1.41922
H -3.25661 -1.36292 -0.78096
C 1.13998 0.01443 -2.06501
C 0.41942 -1.22861 -2.16058
C -0.97506 -0.89053 -2.36213
H 0.84929 -2.21658 -2.33196
C -1.07671 0.54286 -2.38087
C 0.21487 1.07896 -2.17044
H 0.45689 2.14217 -2.16009
H 2.22628 0.12013 -2.02413
H -1.73420 -1.57757 -2.74996
H -1.97251 1.10727 -2.64622
O -0.23684 1.60669 0.93329
C -3.26914 3.24036 -0.30528
C -2.48802 3.20622 1.01326
C -4.07193 2.03789 -0.57879
C -2.50583 3.91847 -1.37886
C -1.14092 2.45215 1.65021
H -3.24535 2.96003 1.76681
H -2.23258 4.25891 1.18058
H -0.56596 3.27644 2.10351
H -1.53627 1.87405 2.50322
H -5.06078 2.28660 -0.97664
H -4.18670 1.47266 0.34996
H -3.56284 1.35454 -1.27346
H -2.97051 4.86907 -1.66066
H -2.38506 3.29141 -2.26593
H -1.49920 4.12885 -1.00269
C 4.77903 -3.46733 0.43899
C 3.58663 -3.79191 -0.24014
C 2.50141 -2.92343 -0.23306
C 2.55039 -1.67089 0.43676
C 1.49767 -0.71313 0.53397
C 1.69698 0.39642 1.25097
C 2.87346 0.78229 1.87414
C 3.91744 -0.11698 1.85523
C 3.78900 -1.33848 1.14150
C 4.86507 -2.26358 1.12276
H 5.62187 -4.14825 0.43131
H 3.51019 -4.73731 -0.77494
H 1.58729 -3.22238 -0.75068
H 0.70545 1.27090 1.38441
H 2.91409 1.74763 2.37234
H 4.83526 0.07808 2.38664
H 5.77156 -1.98938 1.66735
*
```

Output
LUMO energy (spin up / spin down)	4.880 / 4.898	eV
frontier orbital gap (spin up / spin down)	1.717 / 5.798	eV
highest occupied orbital energy (spin up / spin down)	3.16 / -0.90	eV
relative energy (zero: lowest compared OMol25 entry of this formula, charge and spin)	92.2	kJ/mol


No. 4
Here is the molecule C25H27FN4O4S from the Open Molecules 2025 dataset. Energies are from ωB97M-V with the def2-TZVPD basis set.

```
! RIJCOSX wB97M-V def2-TZVPD def2/J DEFGRID3
* xyz 0 1
C 3.13922 -2.94330 1.56681
C 2.07179 -1.91964 1.95982
C 2.66056 -0.86896 2.90007
C 0.88050 -2.61438 2.62075
N 1.63792 -1.20961 0.75491
C 1.00329 -1.77263 -0.28081
O 0.83538 -2.95931 -0.46237
C 0.60175 -0.77586 -1.41366
C 1.31994 0.54423 -1.34837
C 2.49155 0.72270 -2.07302
C 3.19248 1.91167 -2.00405
C 2.72849 2.95106 -1.20567
O 3.38435 4.13748 -1.10933
C 1.55480 2.78095 -0.47794
C 0.86337 1.58893 -0.54923
N -0.85276 -0.62409 -1.46436
C -1.62752 -0.87003 -0.39051
O -1.16795 -1.11524 0.70923
C -3.13978 -0.86295 -0.60751
C -3.76732 0.45267 -0.09826
C -2.85848 1.05612 0.95128
O -2.09633 1.97171 0.71277
N -2.91202 0.47084 2.17672
C -1.95149 0.70823 3.12880
N -1.89752 0.07644 4.25018
C -0.82880 0.47965 4.98052
C -0.06121 1.43887 4.40743
S -0.69203 1.88217 2.86074
C -1.35604 -0.11353 -2.68812
C -1.76983 1.21172 -2.76639
C -2.23419 1.71880 -3.96803
C -2.28400 0.92028 -5.09739
C -1.85826 -0.39279 -4.99877
F -1.90344 -1.17864 -6.09204
C -1.39167 -0.92810 -3.81346
H 3.48311 -3.48218 2.44531
H 3.98813 -2.44521 1.10322
H 2.72042 -3.65246 0.85918
H 3.47824 -0.33764 2.41667
H 1.89655 -0.15091 3.19138
H 3.04159 -1.34546 3.79921
H 0.46790 -3.35443 1.94199
H 0.10128 -1.89133 2.84644
H 1.19174 -3.10461 3.53928
H 1.57390 -0.20588 0.83833
H 0.89009 -1.28937 -2.34075
H 2.86256 -0.07720 -2.69716
H 4.10311 2.03682 -2.57528
H 4.17430 4.12315 -1.66314
H 1.19592 3.58885 0.13840
H -0.04637 1.48319 0.02019
H -3.39054 -1.02073 -1.65537
H -3.52204 -1.70275 -0.02388
H -3.84865 1.16729 -0.91788
H -4.76112 0.26882 0.31081
H -3.48994 -0.34129 2.34146
H -0.66469 0.02385 5.93955
H 0.81875 1.90848 4.79635
H -1.71254 1.83795 -1.88957
H -2.55362 2.74767 -4.02692
H -2.63978 1.29770 -6.04251
H -1.07304 -1.95776 -3.76604
*
```

Output
LUMO energy	0.543	eV
frontier orbital gap	9.050	eV
SMILES	CC(C)(C)NC(=O)[C@H](c1ccc(O)cc1)N(C(=O)CCC(=O)Nc1nccs1)c1cccc(F)c1
highest occupied orbital energy	-8.51	eV
relative energy (zero: lowest compared OMol25 entry of this formula, charge and spin)	25.4	kJ/mol